C3H4I2 | the ωB97M-V functional and the def2-TZVPD basis

Structure (XYZ):
```
9
Properties=species:S:1:pos:R:3:forces:R:3
C 1.555 0.413 -0.396 -0.06 0.17 -0.18
C 1.465 -0.509 0.539 0.01 -0.25 0.16
C -2.536 -0.195 -0.602 0.30 -0.17 -0.25
I -4.181 -1.242 0.076 -0.07 0.17 0.13
I -2.354 1.733 0.098 -0.19 0.01 0.13
H 2.305 1.187 -0.364 0.14 0.14 0.08
H 0.879 0.443 -1.235 -0.12 -0.07 -0.15
H 0.735 -1.302 0.501 -0.18 -0.02 -0.06
H 2.133 -0.527 1.383 0.19 0.03 0.16
```
Positions in Å, forces in eV/Å.

Output
largest force on an atom: 0.4 eV/Å
total charge: 0
relative energy (zero: lowest compared OMol25 entry of this formula, charge and spin): 315.67 kJ/mol
lowest unoccupied orbital energy: -1.53 eV
frontier orbital gap: 7.2 eV
E: -19372.6989 eV

These are the Mulliken partial charges, in e, on atoms 1 to 8: C -0.498; C -0.443; C -0.273; I 0.120; I 0.148; H 0.210; H 0.279; H 0.238